1.
Formula: C7H14
Source: OMol25
Level of theory: wB97M-V/def2-TZVPD

```
21
Properties=species:S:1:pos:R:3
C -0.7127 0.6174 -1.3531
C -1.5806 1.5805 0.8242
C -0.5303 -2.0388 0.1737
C -1.0336 0.3819 0.0964
C -1.1285 -0.8888 0.6605
H -1.5010 -0.9290 1.6815
H -1.5586 1.0997 -1.8545
H 0.1470 1.2917 -1.4685
H -0.9059 2.4373 0.7325
H -2.5418 1.8938 0.3976
H -1.7324 1.3806 1.8859
H -0.4834 -0.2997 -1.8938
H -0.5845 -2.9582 0.7419
H -0.2633 -2.1485 -0.8702
H 1.1080 -1.2926 0.3762
C 2.6312 -0.0124 -0.5629
C 1.7682 -0.3026 0.4776
H 3.6670 0.2560 -0.3994
H 2.3023 -0.0718 -1.5933
H 2.1977 -0.2497 1.4780
H 0.7350 0.2533 0.4696
```

Relative energy (zero: lowest compared OMol25 entry of this formula, charge and spin) = 102.55 kcal/mol
Calculated total energy = -7481.847 eV
HOMO-LUMO gap (alpha / beta) = 0.2837 / 0.2689 hartree
HOMO (alpha / beta) = -7.111 / -7.306 eV
LUMO (alpha / beta) = 0.022 / 0.000 hartree
Net charge = 0

---

2.
Formula: C7H14
Source: OMol25
Level of theory: wB97M-V/def2-TZVPD

```
21
Properties=species:S:1:pos:R:3
C 2.0071 -1.7728 0.4752
C 1.5049 -0.5522 0.6381
C 1.1278 0.3677 -0.4970
C 0.0713 1.4139 -0.1870
C -0.4048 2.2908 -1.3102
C -1.3438 1.2997 -0.6835
H 2.2854 -2.3963 1.3207
H 2.1336 -2.2071 -0.5154
H 1.3643 -0.1668 1.6500
H 2.0372 0.8987 -0.8103
H 0.8089 -0.2321 -1.3600
H 0.1928 1.9058 0.7780
H -0.5573 3.3499 -1.1234
H -0.0269 2.0629 -2.3049
H -1.6162 0.4208 -1.2625
H -2.1444 1.6835 -0.0560
C -1.4923 -1.6766 1.0527
H -2.0198 -1.6476 0.0957
H -2.0163 -2.3323 1.7499
H -1.4318 -0.6635 1.4616
H -0.4800 -2.0463 0.8884
```

Relative energy (zero: lowest compared OMol25 entry of this formula, charge and spin) = 44.12 kcal/mol
Calculated total energy = -7484.381 eV
HOMO-LUMO gap = 0.3919 hartree
HOMO = -9.449 eV
LUMO = 0.045 hartree
Net charge = 0
SMILES = C=CCC1CC1.C

---

3.
Formula: C7H14
Source: OMol25
Level of theory: wB97M-V/def2-TZVPD

```
21
Properties=species:S:1:pos:R:3
C 0.1117 2.1013 0.2390
C -0.0838 0.8145 0.4063
C 0.5237 0.0114 1.5447
C 2.0535 0.2532 1.7084
C -1.1463 0.0153 -0.3515
C -0.5992 -1.2742 -0.9607
C -0.9791 -1.5702 -2.4281
H -0.5312 2.9050 -0.1082
H 1.0088 2.6212 0.6050
H -0.0248 0.2592 2.4602
H 0.3736 -1.0521 1.4178
H 2.6260 -0.6588 1.8370
H 2.2008 1.0268 2.4640
H 2.3912 0.7301 0.7874
H -1.9493 -0.2530 0.3484
H -1.6768 0.5860 -1.1217
H 0.4973 -1.1533 -0.9144
H -0.8429 -2.1821 -0.4000
H -2.0527 -1.4421 -2.5296
H -0.4499 -0.8272 -3.0284
H -0.7470 -2.5805 -2.7470
```

Relative energy (zero: lowest compared OMol25 entry of this formula, charge and spin) = 36.61 kcal/mol
Calculated total energy = -7484.707 eV
HOMO-LUMO gap = 0.3699 hartree
HOMO = -9.016 eV
LUMO = 0.039 hartree
Net charge = 0
SMILES = C=C(CC)CCC

---

4.
Formula: C7H14
Source: OMol25
Level of theory: wB97M-V/def2-TZVPD

```
21
Properties=species:S:1:pos:R:3
C 0.1321 -1.5465 -0.3477
C 1.2343 -0.8292 -0.5707
C 1.2709 0.6314 -0.9544
C 0.5576 1.5740 0.0256
C -0.9708 1.5007 -0.0284
C -1.5918 0.1825 0.4401
C -1.2845 -1.0335 -0.4432
H 0.2490 -2.5974 -0.0832
H 2.1968 -1.3322 -0.4823
H 2.3152 0.9484 -1.0573
H 0.8162 0.7527 -1.9494
H 0.9023 1.3648 1.0481
H 0.8595 2.6052 -0.2020
H -1.2975 1.7031 -1.0601
H -1.3808 2.3114 0.5875
H -1.2646 -0.0324 1.4668
H -2.6817 0.3105 0.4763
H -1.9685 -1.8446 -0.1714
H -1.5174 -0.7826 -1.4903
H 1.8527 -2.1009 2.7056
H 1.5709 -1.7853 2.0902
```

Relative energy (zero: lowest compared OMol25 entry of this formula, charge and spin) = 32.83 kcal/mol
Calculated total energy = -7484.871 eV
HOMO-LUMO gap = 0.3807 hartree
HOMO = -9.123 eV
LUMO = 0.045 hartree
Net charge = 0
SMILES = C1=CCCCCC1.[H][H]

---

5.
Formula: C7H14
Source: OMol25
Level of theory: wB97M-V/def2-TZVPD

```
21
Properties=species:S:1:pos:R:3
C -0.5807 1.1275 1.4371
C -0.3242 1.6129 0.2378
C -0.5005 2.8127 -0.5799
C 0.7166 1.8917 -0.7501
H -1.4998 1.3626 1.9659
H 0.1499 0.5163 1.9524
H -1.2014 2.8916 -1.4071
H -0.3644 3.7199 0.0021
H 1.7098 2.1591 -0.4036
H 0.7025 1.3408 -1.6848
H -0.1305 -0.4642 -2.0744
H -0.7237 0.0008 -2.2446
C 0.0994 -2.3266 -0.9642
C -0.1910 -1.7799 0.2130
C 0.5699 -2.0591 1.4742
H 0.9786 -2.9449 -1.1151
H -0.5877 -2.2497 -1.7974
H -1.0790 -1.1541 0.3018
H 0.0880 -2.9022 1.9812
H 1.6115 -2.3282 1.2764
H 0.5568 -1.2269 2.1792
```

Relative energy (zero: lowest compared OMol25 entry of this formula, charge and spin) = 105.07 kcal/mol
Calculated total energy = -7481.738 eV
HOMO-LUMO gap = 0.3839 hartree
HOMO = -9.309 eV
LUMO = 0.042 hartree
Net charge = 0
SMILES = C=C1CC1.[H][H].C=CC

---

6.
Formula: C7H14
Source: OMol25
Level of theory: wB97M-V/def2-TZVPD

```
21
Properties=species:S:1:pos:R:3
C 2.0328 -0.7155 0.7694
C 1.0314 -0.7199 -0.3862
C 0.0326 0.4297 -0.3649
C 0.6464 1.7937 -0.1125
C -1.1107 0.3757 -1.3434
C -1.3846 0.2382 0.1313
C -1.9356 -1.0548 0.6900
H 2.6629 -1.6104 0.7350
H 2.6948 0.1557 0.7189
H 1.5253 -0.6953 1.7403
H 1.5841 -0.6774 -1.3351
H 0.4964 -1.6764 -0.3945
H 1.4807 1.9811 -0.7997
H 1.0263 1.8802 0.9125
H -0.0943 2.5869 -0.2622
H -1.4044 1.2878 -1.8586
H -1.2063 -0.5253 -1.9475
H -1.8075 1.1253 0.6053
H -1.7769 -1.1278 1.7718
H -1.4790 -1.9349 0.2258
H -3.0145 -1.1166 0.5044
```

Relative energy (zero: lowest compared OMol25 entry of this formula, charge and spin) = 17.08 kcal/mol
Calculated total energy = -7485.554 eV
HOMO-LUMO gap = 0.3948 hartree
HOMO = -9.624 eV
LUMO = 0.041 hartree
Net charge = 0
SMILES = CC[C@@]1(C)C[C@H]1C

---

7.
Formula: C7H14
Source: OMol25
Level of theory: wB97M-V/def2-TZVPD

```
21
Properties=species:S:1:pos:R:3
C -0.5316 -1.9160 0.4930
C -0.3677 -0.7589 -0.1961
C -0.6895 -0.6937 -1.6730
C -1.2264 0.4680 0.5576
C -0.7675 1.9053 0.3333
H -1.0641 -2.8093 0.2023
H -0.1281 -2.0996 1.4772
H -1.7619 -0.7354 -1.8647
H -0.3211 0.2440 -2.0902
H -0.2518 -1.5550 -2.1765
H -1.3509 0.2679 1.6214
H -2.2204 0.3520 0.1228
H -0.4259 2.0711 -0.6873
H -1.5749 2.6078 0.5494
H 0.0054 2.1725 1.0520
C 1.9591 -0.1964 -0.2797
C 1.9375 0.2484 1.0219
H 1.8028 0.3773 -1.1850
H 2.8813 -0.7327 -0.4852
H 1.3430 -0.0944 1.8514
H 2.7527 0.8770 1.3554
```

Relative energy (zero: lowest compared OMol25 entry of this formula, charge and spin) = 160.67 kcal/mol
Calculated total energy = -7479.327 eV
HOMO-LUMO gap (alpha / beta) = 0.2891 / 0.2901 hartree
HOMO (alpha / beta) = -7.334 / -7.754 eV
LUMO (alpha / beta) = 0.020 / 0.005 hartree
Net charge = 0
SMILES = C=C(C)CC.C=C

---

8.
Formula: C7H14
Source: OMol25
Level of theory: wB97M-V/def2-TZVPD

```
21
Properties=species:S:1:pos:R:3
C -2.1475 0.0261 1.3907
C -2.0347 0.0576 -0.1071
C -1.2399 0.8345 -0.8465
C -0.2518 1.8600 -0.3708
H -1.4326 0.6918 1.8823
H -3.1546 0.3240 1.7080
H -1.9814 -0.9885 1.7732
H -2.6902 -0.6360 -0.6352
H -1.2965 0.7215 -1.9300
H 0.7465 1.6318 -0.7647
H -0.1819 1.9094 0.7195
H -0.5253 2.8580 -0.7353
C 1.4622 -1.3324 -1.5451
C 2.2697 -1.0704 -0.5209
C 1.8065 -0.7904 0.8793
H 1.8495 -1.5369 -2.5400
H 0.3811 -1.3474 -1.4192
H 3.3484 -1.0610 -0.6841
H 0.7126 -0.7632 0.9327
H 2.1668 -1.5598 1.5735
H 2.1931 0.1711 1.2398
```

Relative energy (zero: lowest compared OMol25 entry of this formula, charge and spin) = 34.72 kcal/mol
Calculated total energy = -7484.789 eV
HOMO-LUMO gap = 0.3784 hartree
HOMO = -9.170 eV
LUMO = 0.041 hartree
Net charge = 0
SMILES = C/C=C\C.C=CC

---

9.
Formula: C7H14As2F15N2O5STl
Source: OMol25
Level of theory: wB97M-V/def2-TZVPD

```
47
Properties=species:S:1:pos:R:3
Tl 0.5949 0.7292 -0.4242
As 4.4276 -0.9054 1.8518
F 4.3264 -2.3566 0.7652
F 3.1943 -1.5823 2.9793
F 4.6971 0.5698 2.8337
F 5.5798 -0.2443 0.6380
F 3.0658 -0.1285 0.9804
F 5.8019 -1.7097 2.7428
As 0.1308 -0.7328 -4.8604
F 0.4330 -1.4787 -6.5466
F -0.2021 -2.3684 -4.1998
F -0.0938 -0.0034 -3.2418
F 0.4301 0.9360 -5.4497
F -1.6364 -0.5268 -5.2306
F 1.8700 -0.9821 -4.4956
C -2.7372 4.0205 -2.5635
F -1.6696 4.3296 -3.2959
F -2.5570 4.4793 -1.3330
F -3.7894 4.4868 -3.2351
S -2.8709 2.1044 -2.4313
O -4.0742 1.8446 -1.6291
O -3.0070 1.5451 -3.7784
O -1.6748 1.6185 -1.7350
C -3.1594 -1.7940 -2.0990
C -2.0402 -2.3791 -1.2776
O -1.0402 -1.7000 -0.9866
N -2.1753 -3.6241 -0.7832
C -1.1307 -4.3305 -0.0453
H -2.7856 -1.5651 -3.0969
H -3.5652 -0.8575 -1.7163
H -3.9383 -2.5331 -2.2863
H -3.0251 -4.1375 -0.9689
H -1.5937 -4.7829 0.8317
H -0.2806 -3.6869 0.1808
H -0.7442 -5.0768 -0.7393
C 2.2264 2.9665 3.8914
C 1.3146 1.8066 3.5107
O 1.1708 1.5217 2.3293
N 0.6233 1.0801 4.3845
C 0.6769 1.2852 5.8434
H 2.8761 2.7038 4.7263
H 1.5814 3.8030 4.1602
H 2.7924 3.2989 3.0212
H 0.1420 0.2519 4.0642
H 1.0619 2.2594 6.1448
H 1.1266 0.4534 6.3856
H -0.3531 1.3918 6.1839
```

Calculated total energy = -198679.499 eV
HOMO-LUMO gap (alpha / beta) = 0.3549 / 0.1615 hartree
HOMO (alpha / beta) = -7.840 / -7.840 eV
LUMO (alpha / beta) = 0.067 / -0.127 hartree
Spin multiplicity = 2
Net charge = -1